No. 1
ORCA calculation (the ωB97M-V functional and the def2-TZVPD basis) on a structure of composition C78H85BrIKN9P2Sb.

Each line ends with the Löwdin charge.
Positions of all 178 atoms, in Å:
I1 3.999 3.855 -1.875  0.93
Sb1 -2.273 3.917 -2.050  1.25
Br1 6.637 3.587 -4.229  0.71
K1 0.153 -0.269 -0.261  0.61
P1 -0.708 -0.488 -4.770  1.09
P2 -0.214 -2.300 2.696  1.18
N1 1.844 -3.873 1.817  -0.05
N2 -2.955 6.491 6.297  0.09
N3 -2.847 -2.733 2.160  -0.06
N4 -2.021 -1.311 0.674  0.05
N5 0.633 0.402 2.590  0.12
N6 0.343 -2.906 -1.619  0.08
N7 1.589 -4.578 -2.315  0.10
N8 -0.043 -0.309 4.579  -0.05
N9 1.904 -1.907 0.812  0.05
C1 -3.642 4.747 -0.627  -0.32
C2 2.157 -2.347 -3.273  -0.01
C3 0.456 2.924 8.537  -0.08
C4 4.838 -2.932 -1.227  -0.05
C5 5.762 -1.060 -2.422  -0.07
C6 8.512 2.447 -0.737  -0.08
C7 -2.749 -2.030 -3.834  -0.13
C8 6.950 3.188 -2.411  -0.75
C9 -6.261 -1.774 1.845  -0.01
C10 3.693 -6.224 0.706  -0.05
C11 3.045 4.016 1.976  -0.11
C12 0.155 -0.628 3.258  -0.44
C13 -1.440 2.290 1.126  -0.11
C14 -2.408 4.934 4.311  -0.29
C15 4.079 -0.714 -0.734  -0.03
C16 3.998 -4.931 1.122  -0.19
C17 -3.897 -2.339 1.375  -0.12
C18 1.378 -5.004 2.607  -0.02
C19 0.443 -1.910 -6.878  -0.15
C20 -4.055 0.553 -0.881  -0.02
C21 -7.961 -3.470 1.991  -0.08
C22 2.998 -3.847 1.082  -0.12
C23 2.727 5.135 2.737  -0.08
C24 -1.677 5.384 3.191  -0.08
C25 2.397 2.810 2.200  -0.02
C26 -0.091 -4.079 -1.037  -0.16
C27 1.422 2.705 3.190  -0.15
C28 -0.954 0.018 -7.648  -0.11
C29 -1.765 3.164 2.134  -0.36
C30 4.930 -0.211 -1.707  -0.07
C31 -0.289 1.323 -4.654  -0.56
C32 0.390 1.646 6.062  -0.19
C33 -7.003 -4.448 1.763  -0.08
C34 1.737 5.045 3.701  -0.07
C35 -2.825 3.588 4.318  -0.09
C36 1.641 2.635 7.871  -0.07
C37 -0.683 5.328 -1.695  -0.34
C38 -5.677 -4.090 1.572  -0.05
C39 5.961 3.301 -1.440  -0.76
C40 -5.294 -2.751 1.611  -0.19
C41 -1.136 2.405 -5.321  -0.14
C42 0.665 -5.129 -1.455  -0.11
C43 -5.862 0.395 -2.475  -0.09
C44 -2.505 -0.584 -4.293  -0.54
C45 7.532 2.574 0.235  -0.07
C46 8.223 2.757 -2.057  -0.14
C47 -7.586 -2.132 2.032  -0.06
C48 -4.156 -0.811 -0.620  -0.16
C49 -4.908 1.146 -1.805  -0.09
C50 3.024 -2.612 0.472  -0.18
C51 4.660 -7.219 0.725  -0.07
C52 0.816 1.400 3.505  -0.17
C53 -3.367 -1.466 0.448  -0.17
C54 -1.726 -2.089 1.705  -0.44
C55 4.008 -2.084 -0.492  -0.16
C56 6.259 -5.643 1.574  -0.07
C57 1.358 -3.240 -2.389  -0.39
C58 -3.172 5.033 -3.670  -0.35
C59 -5.104 -1.565 -1.316  -0.06
C60 5.291 -4.651 1.560  -0.03
C61 1.609 2.000 6.639  -0.03
C62 -2.528 2.740 3.285  -0.07
C63 -0.792 1.940 6.734  -0.04
C64 -2.709 5.798 5.404  -0.25
C65 5.946 -6.930 1.156  -0.08
C66 -0.783 -1.044 -6.563  -0.54
C67 6.261 2.998 -0.116  -0.15
C68 -0.559 -1.161 5.640  -0.03
C69 -1.358 4.548 2.158  -0.10
C70 1.202 -2.677 1.619  -0.45
C71 0.370 0.987 4.742  -0.12
C72 -0.760 2.576 7.966  -0.06
C73 -5.953 -0.970 -2.233  -0.09
C74 -2.950 -3.638 3.301  -0.02
C75 1.082 3.842 3.918  -0.03
C76 1.198 1.519 -4.977  -0.12
C77 -3.562 -0.193 -5.330  -0.11
C78 5.720 -2.425 -2.168  -0.08
H1 -0.807 3.386 -4.963  0.06
H2 -0.939 -4.088 -0.367  0.09
H3 -1.078 6.202 -1.176  0.01
H4 -0.100 0.699 -7.668  0.06
H5 1.622 -2.165 -4.202  0.03
H6 -2.192 2.314 -5.068  0.05
H7 -1.686 2.821 8.470  0.11
H8 -8.997 -3.749 2.133  0.10
H9 2.312 -5.073 -2.807  0.15
H10 2.228 -5.624 2.874  0.09
H11 1.528 2.517 -4.679  0.07
H12 -3.218 6.092 -3.416  0.00
H13 5.491 3.092 0.640  0.07
H14 -1.657 -1.701 -6.584  0.08
H15 3.803 4.087 1.211  0.02
H16 -4.533 -0.094 -4.837  0.06
H17 1.823 0.787 -4.459  0.06
H18 -0.409 1.465 -3.571  0.06
H19 -0.150 -0.829 6.589  0.09
H20 0.375 -2.323 -7.889  0.07
H21 -1.859 0.606 -7.515  0.06
H22 -3.666 -0.969 -6.094  0.08
H23 -2.560 -4.626 3.056  0.09
H24 -3.305 4.530 0.385  -0.02
H25 3.132 -2.782 -3.493  0.08
H26 1.386 1.418 -6.049  0.07
H27 6.361 -3.101 -2.722  0.11
H28 -7.291 -5.491 1.725  0.10
H29 -4.634 4.316 -0.771  -0.01
H30 -1.775 1.261 1.160  0.00
H31 2.654 1.931 1.618  0.10
H32 -4.188 4.663 -3.826  -0.01
H33 7.750 2.337 1.269  0.11
H34 -0.762 2.587 0.327  0.01
H35 -8.329 -1.366 2.211  0.11
H36 -2.554 -2.727 -4.657  0.07
H37 -4.837 2.209 -1.990  0.07
H38 0.895 -4.651 3.513  0.06
H39 -1.009 -0.461 -8.630  0.08
H40 -1.742 1.707 6.266  0.11
H41 0.481 3.431 9.493  0.10
H42 -3.393 3.227 5.169  0.10
H43 -4.935 -4.855 1.371  0.12
H44 -3.693 5.826 -0.778  0.01
H45 2.592 2.912 8.309  0.10
H46 1.446 5.919 4.271  0.11
H47 2.527 1.790 6.103  0.12
H48 -1.341 6.415 3.169  0.11
H49 0.095 4.873 -1.080  -0.02
H50 0.271 3.806 4.635  0.12
H51 3.238 6.074 2.564  0.10
H52 -6.681 -1.572 -2.762  0.11
H53 -2.861 1.706 3.325  0.10
H54 -3.996 -3.728 3.576  0.09
H55 0.531 -2.743 -6.178  0.06
H56 -5.966 -0.732 1.870  0.13
H57 2.311 -1.383 -2.793  0.07
H58 -0.761 4.921 1.331  0.10
H59 -3.336 1.165 -0.342  0.08
H60 -3.350 0.748 -5.834  0.05
H61 1.363 -1.321 -6.822  0.07
H62 4.781 -4.004 -1.081  0.11
H63 4.410 -8.220 0.396  0.10
H64 2.693 -6.447 0.349  0.10
H65 -0.249 5.638 -2.648  -0.01
H66 0.628 -6.184 -1.244  0.10
H67 5.532 -3.645 1.882  0.13
H68 -1.028 2.401 -6.404  0.06
H69 -5.173 -2.631 -1.137  0.12
H70 6.432 -0.660 -3.172  0.10
H71 0.666 -5.604 2.037  0.09
H72 4.943 0.849 -1.913  0.06
H73 3.446 -0.043 -0.161  0.10
H74 -1.648 -1.109 5.694  0.09
H75 -0.260 -2.191 5.465  0.06
H76 -6.533 0.870 -3.180  0.11
H77 -2.610 0.079 -3.426  0.09
H78 -2.094 -2.302 -3.004  0.05
H79 -2.613 4.905 -4.598  -0.02
H80 9.506 2.111 -0.473  0.11
H81 8.982 2.666 -2.822  0.10
H82 7.260 -5.412 1.916  0.11
H83 6.702 -7.704 1.166  0.10
H84 -2.395 -3.245 4.148  0.06
H85 -3.787 -2.167 -3.524  0.06

M	1578.2	g mol⁻¹
E	-7910.720209	Ha
HOMO-LUMO gap	4.530	eV

No. 2
ORCA calculation (the ωB97M-V functional and the def2-TZVPD basis) on a structure of composition C79H176N11O15 at a distorted geometry.

Each line ends with the Löwdin charge.
Positions of all 281 atoms, in Å:
O1 1.156 -1.773 -3.864  -0.05
O2 -1.052 1.646 7.701  0.18
O3 -0.101 -2.722 4.397  -0.03
O4 -6.255 -2.999 -1.059  0.09
O5 -1.964 0.825 -4.209  0.12
O6 -6.490 -1.341 0.135  -0.01
O7 -2.116 -2.385 3.587  -0.02
O8 1.744 -3.334 -2.521  0.14
O9 -2.831 -2.421 -6.085  0.13
O10 -1.540 4.212 -1.995  -0.02
O11 3.106 -2.770 -3.974  0.01
O12 0.036 3.057 -0.950  -0.06
O13 -1.203 -4.265 3.275  0.10
O14 -6.171 -3.261 1.156  0.01
O15 -1.095 4.588 0.143  0.11
N1 2.981 6.001 -1.961  -0.21
N2 -0.403 -2.143 -6.194  0.11
N3 4.369 -0.024 -6.499  -0.22
N4 5.907 3.360 4.834  -0.23
N5 0.920 -0.206 0.503  -0.21
N6 0.997 1.347 6.440  0.08
N7 -5.063 0.456 3.680  -0.15
N8 -5.629 2.341 -2.067  -0.21
N9 3.321 -4.983 4.156  -0.22
N10 -0.232 2.489 -3.855  0.13
N11 -4.188 -6.414 -1.378  -0.22
C1 1.966 -2.633 -3.539  -0.97
C2 5.568 3.819 3.418  -0.09
C3 -6.463 4.548 -2.716  -0.13
C4 3.298 4.471 -2.047  -0.06
C5 0.819 1.406 -3.582  0.01
C6 5.509 4.547 5.772  -0.10
C7 -5.390 1.356 -3.253  -0.08
C8 2.288 -6.366 2.114  -0.19
C9 -7.410 3.965 -1.674  -0.13
C10 -2.832 -1.290 -0.502  -0.03
C11 4.343 -3.450 5.981  -0.19
C12 5.785 -0.314 -7.117  -0.04
C13 3.812 4.105 -0.631  -0.19
C14 -3.332 2.169 4.690  -0.14
C15 3.076 6.793 -3.295  -0.10
C16 -7.290 1.102 2.579  -0.25
C17 5.653 -4.181 5.960  -0.15
C18 3.160 8.972 -4.548  -0.07
C19 4.715 -5.619 3.999  -0.13
C20 7.351 2.853 5.041  0.09
C21 -7.142 2.461 -1.689  -0.05
C22 3.350 8.320 -3.158  -0.21
C23 2.461 -5.861 5.086  0.05
C24 1.412 -1.539 1.069  -0.06
C25 1.352 -6.097 0.926  -0.09
C26 -5.575 -0.967 -4.286  -0.09
C27 -4.767 1.824 -0.907  0.01
C28 1.622 6.255 -1.249  0.05
C29 4.078 -1.488 -8.431  -0.16
C30 -5.968 -0.093 -3.158  -0.22
C31 -5.341 -6.493 -2.412  -0.11
C32 -0.383 -0.380 -0.283  -0.09
C33 2.113 0.134 -0.435  -0.07
C34 5.651 4.257 7.300  -0.20
C35 -6.242 -7.708 -2.168  -0.20
C36 -6.313 1.331 3.705  -0.13
C37 -4.260 0.394 2.369  -0.11
C38 3.595 -1.265 -7.062  -0.12
C39 -5.190 3.738 -2.504  -0.11
C40 5.441 2.483 2.601  -0.13
C41 -8.646 1.726 2.698  -0.08
C42 4.657 1.584 3.562  -0.16
C43 -1.374 1.807 -4.648  -0.35
C44 -1.538 -1.211 0.424  -0.16
C45 4.926 2.180 4.909  -0.12
C46 -5.585 -1.005 4.013  0.05
C47 4.969 5.418 8.066  -0.09
C48 5.434 -5.602 5.310  -0.14
C49 0.287 -3.417 -6.710  0.06
C50 3.763 1.274 -7.031  0.04
C51 -1.838 2.508 -5.852  0.04
C52 3.426 -0.398 0.257  -0.09
C53 4.234 5.328 0.113  -0.15
C54 -2.434 -5.029 -0.516  -0.19
C55 -1.105 -3.060 3.786  -0.94
C56 4.103 6.473 -0.948  -0.05
C57 -6.317 -2.537 0.169  -0.94
C58 -0.903 3.866 -0.973  -0.85
C59 4.308 0.070 -4.978  -0.14
C60 0.499 0.155 5.634  0.04
C61 2.945 -1.364 1.467  -0.08
C62 -3.319 -5.201 -1.748  -0.09
C63 -4.421 -6.196 0.094  -0.09
C64 0.418 3.617 7.421  0.04
C65 -3.216 -5.410 0.677  -0.13
C66 5.522 -0.956 -8.530  -0.08
C67 -1.641 -2.682 -4.025  0.00
C68 3.547 -3.568 4.693  -0.12
C69 2.621 -4.989 2.683  -0.08
C70 0.012 2.141 7.331  -0.30
C71 -2.611 2.080 3.334  -0.19
C72 -3.308 -7.681 -1.458  0.05
C73 -4.154 0.877 4.941  -0.04
C74 -7.542 -7.668 -3.041  -0.06
C75 4.724 1.301 -2.821  -0.08
C76 5.133 1.186 -4.314  -0.20
C77 -1.711 -2.353 -5.488  -0.31
C78 0.688 0.844 1.598  0.05
C79 -3.509 1.660 2.200  -0.20
H1 3.589 5.517 0.970  0.11
H2 1.356 2.096 5.865  0.14
H3 -5.982 2.369 3.680  0.13
H4 0.441 -5.619 1.285  0.06
H5 2.565 -5.645 6.150  0.11
H6 0.562 -4.072 -5.883  0.11
H7 5.210 1.515 5.725  0.14
H8 4.920 -6.287 5.983  0.12
H9 -1.820 -0.649 1.315  0.07
H10 -5.955 -5.612 -2.225  0.12
H11 7.452 2.622 6.101  0.12
H12 1.452 7.294 -0.967  0.12
H13 4.402 -2.379 6.175  0.11
H14 3.038 -0.893 2.446  0.07
H15 3.529 1.097 -8.080  0.11
H16 1.183 -3.290 -7.317  0.10
H17 -2.755 -1.940 -1.373  0.06
H18 3.887 6.314 -3.845  0.13
H19 3.746 -3.880 6.785  0.12
H20 5.259 5.362 0.483  0.12
H21 -2.234 1.810 -6.590  0.11
H22 5.707 -0.148 -9.238  0.13
H23 4.948 6.521 -1.635  0.14
H24 6.296 0.649 -7.111  0.13
H25 4.774 0.293 -2.408  0.08
H26 -8.584 2.800 2.519  0.08
H27 0.233 -1.792 -5.491  0.08
H28 2.170 1.199 -0.661  0.10
H29 3.974 7.466 -0.518  0.14
H30 -7.691 1.851 -2.406  0.13
H31 -9.386 1.285 2.031  0.09
H32 -3.463 0.055 5.123  0.12
H33 6.306 -1.702 -8.664  0.13
H34 2.021 -0.427 -1.365  0.11
H35 -4.724 -7.010 0.754  0.15
H36 1.310 -0.037 4.930  0.08
H37 4.080 -3.120 3.854  0.11
H38 2.511 -1.268 -6.942  0.12
H39 -5.724 -8.635 -2.414  0.11
H40 6.164 5.382 5.523  0.15
H41 6.484 4.308 3.087  0.14
H42 -7.346 2.065 -0.694  0.12
H43 6.439 -5.991 5.146  0.13
H44 0.345 0.762 -2.842  0.07
H45 4.467 -6.609 3.617  0.13
H46 -4.875 2.585 -0.135  0.10
H47 -3.066 -0.259 -0.768  0.05
H48 0.309 -0.674 6.316  0.12
H49 -6.329 -2.047 -1.162  0.01
H50 -4.223 2.483 2.206  0.12
H51 -0.484 4.048 0.650  0.08
H52 1.432 -5.676 4.778  0.10
H53 -4.543 -1.314 -4.233  0.05
H54 -3.811 -8.387 -0.797  0.11
H55 7.527 1.956 4.447  0.11
H56 4.069 0.430 0.555  0.08
H57 0.843 5.905 -1.927  0.10
H58 -2.921 1.649 1.282  0.11
H59 -2.850 -5.388 -2.714  0.13
H60 -6.419 -7.679 -1.093  0.11
H61 -6.748 1.269 4.702  0.14
H62 1.684 -6.958 2.802  0.12
H63 5.477 1.934 -2.351  0.08
H64 -4.943 -6.331 -3.414  0.14
H65 -1.034 3.045 -6.355  0.10
H66 -6.801 1.497 1.689  0.09
H67 4.674 -0.862 -4.547  0.13
H68 -0.067 -0.958 -1.151  0.11
H69 -4.770 -1.728 4.028  0.09
H70 5.438 5.466 9.049  0.10
H71 1.448 5.574 -0.415  0.09
H72 1.733 0.944 7.003  0.18
H73 3.401 -0.945 -9.091  0.12
H74 -2.638 -6.069 1.324  0.12
H75 -4.311 1.468 -3.363  0.10
H76 4.939 0.544 3.394  0.12
H77 -6.180 -1.873 -4.326  0.10
H78 -3.504 -0.390 2.404  0.10
H79 3.475 -2.312 1.558  0.09
H80 4.508 4.866 5.482  0.12
H81 3.499 8.293 -5.330  0.08
H82 2.561 -3.112 4.789  0.11
H83 0.764 1.880 1.268  0.09
H84 -2.081 3.015 3.151  0.11
H85 -4.789 0.899 5.827  0.14
H86 5.129 6.445 7.739  0.09
H87 6.172 0.962 -4.557  0.12
H88 0.824 -1.890 1.916  0.12
H89 4.444 2.101 -6.831  0.11
H90 1.707 1.907 -3.197  0.07
H91 -8.076 -8.598 -2.850  0.09
H92 -7.023 -0.034 -3.425  0.12
H93 -3.888 3.084 4.895  0.12
H94 3.882 5.353 8.105  0.07
H95 5.051 2.585 1.589  0.09
H96 2.131 6.675 -3.825  0.13
H97 3.282 -4.342 2.106  0.11
H98 -0.444 -1.421 -6.899  0.18
H99 4.691 4.448 3.259  0.13
H100 -8.455 4.111 -1.947  0.14
H101 1.500 3.741 7.387  0.08
H102 -3.632 -1.590 0.174  0.08
H103 1.008 0.735 -4.420  0.08
H104 3.123 3.586 0.035  0.10
H105 -2.206 -3.982 -0.317  0.08
H106 -1.203 -1.900 -3.405  0.07
H107 -9.145 1.501 3.641  0.09
H108 -4.074 -4.415 -1.786  0.12
H109 -5.741 -0.375 -5.186  0.10
H110 -7.383 -7.593 -4.117  0.08
H111 -0.107 4.156 8.209  0.12
H112 -5.895 -0.457 -2.133  0.08
H113 -6.806 4.417 -3.743  0.13
H114 -5.987 -1.117 5.020  0.11
H115 2.652 -6.901 4.823  0.11
H116 3.966 -2.546 -8.671  0.14
H117 3.552 9.985 -4.642  0.10
H118 7.926 3.706 4.681  0.12
H119 4.002 2.601 5.304  0.11
H120 -2.622 -2.924 -3.617  0.08
H121 -0.448 -3.986 -7.279  0.12
H122 -5.156 0.890 -0.502  0.08
H123 -7.283 4.286 -0.640  0.12
H124 3.738 1.729 -2.638  0.03
H125 -2.681 3.163 -5.631  0.12
H126 6.231 -1.030 -6.428  0.14
H127 -4.821 0.025 1.510  0.11
H128 4.001 -0.975 -0.467  0.11
H129 -3.531 -4.499 1.185  0.11
H130 4.409 8.472 -2.948  0.11
H131 -1.809 1.344 3.387  0.07
H132 -4.536 3.802 -3.374  0.12
H133 -6.383 -1.361 3.361  0.09
H134 1.201 -2.177 0.211  0.13
H135 3.173 -6.896 1.762  0.12
H136 -0.747 0.591 -0.620  0.11
H137 -1.454 -5.444 -0.752  0.11
H138 -2.570 2.178 5.470  0.09
H139 -2.064 -3.906 3.047  0.06
H140 3.984 4.400 -2.891  0.12
H141 -1.303 -2.213 0.784  0.09
H142 2.544 -3.827 -2.717  0.12
H143 -8.221 -6.848 -2.805  0.08
H144 1.727 -4.438 2.977  0.11
H145 -5.877 1.877 -4.077  0.14
H146 0.234 3.255 -4.320  0.17
H147 -3.177 -8.035 -2.480  0.11
H148 -0.388 0.413 5.055  0.09
H149 2.410 3.879 -2.270  0.10
H150 2.767 1.401 -6.607  0.09
H151 6.043 -4.219 6.977  0.13
H152 5.080 2.193 -4.727  0.10
H153 5.143 3.350 7.627  0.11
H154 2.097 9.052 -4.777  0.08
H155 1.524 0.666 2.274  0.07
H156 6.387 -3.701 5.313  0.12
H157 6.463 2.114 2.516  0.12
H158 -6.291 5.623 -2.660  0.13
H159 -4.641 4.133 -1.649  0.12
H160 1.667 -5.436 0.118  0.07
H161 1.099 -7.038 0.437  0.09
H162 -5.311 -5.571 0.173  0.12
H163 3.237 0.143 -4.787  0.10
H164 -2.280 -7.485 -1.153  0.10
H165 0.069 4.186 6.559  0.10
H166 -0.957 -3.505 -3.822  0.10
H167 -3.728 1.807 -1.235  0.09
H168 -0.166 0.672 2.253  0.08
H169 -0.584 2.862 -2.986  0.08
H170 5.304 -5.203 3.182  0.14
H171 6.683 4.378 7.629  0.12
H172 2.795 8.854 -2.387  0.12
H173 4.030 -2.083 -6.488  0.13
H174 4.605 3.363 -0.728  0.09
H175 -7.522 0.048 2.424  0.11
H176 3.623 1.686 3.234  0.10

net charge	+7
M	1520.3	g mol⁻¹
E	-4843.640480	Ha
HOMO-LUMO gap	5.267	eV

Q: What is the E in the second record?
A: -4843.640480 Ha